A cluster of 9 separate species, C42H84F18N3O30S6 in total, computed with wB97M-V/def2-TZVPD.

Computed properties:
largest force on an atom: 7.17 eV/A
net charge: -3
E_LUMO: 3.867 eV
E_HOMO: -3.205 eV
Kohn-Sham gap: 7.07 eV

Positions of all 183 atoms, in Å:
C (-0.4873, 21.2866, -10.2476)
F (-1.1756, 22.1916, -10.9992)
F (-0.3009, 21.7163, -8.9540)
F (-1.0655, 20.0837, -10.1256)
S (1.1562, 21.0394, -11.2744)
O (0.7229, 20.8533, -12.6416)
O (1.8723, 22.2696, -10.9785)
N (1.7655, 19.5930, -10.5879)
S (3.0859, 19.3782, -11.4290)
O (2.8690, 19.1613, -12.9148)
O (4.2377, 20.1654, -11.1697)
C (3.6424, 17.6313, -10.7759)
F (4.7466, 17.3382, -11.3817)
F (3.8179, 17.7284, -9.4025)
F (2.7135, 16.7051, -11.0728)
C (-6.5760, 20.9567, -17.9850)
F (-5.8362, 20.9290, -19.0912)
F (-6.6960, 22.2120, -17.5167)
F (-7.7631, 20.3903, -18.3635)
S (-5.7383, 19.8264, -16.6670)
O (-6.1902, 18.5337, -17.0862)
O (-4.3182, 19.9931, -16.6223)
N (-6.7169, 20.1288, -15.3097)
S (-5.7839, 20.9536, -14.3539)
O (-4.7896, 20.1767, -13.6636)
O (-5.2169, 22.1281, -15.0232)
C (-7.0024, 21.4984, -12.9772)
F (-7.7776, 20.3746, -12.6030)
F (-6.2661, 21.9732, -11.9600)
F (-7.7861, 22.4640, -13.3395)
C (-1.6264, 9.8724, -8.1640)
F (-2.7444, 10.2184, -8.6911)
F (-1.7337, 10.3036, -6.8803)
F (-1.3820, 8.5590, -8.2156)
S (-0.0837, 10.6690, -8.9446)
O (0.1348, 9.9086, -10.1988)
O (-0.3956, 12.0910, -9.0910)
N (1.0757, 10.3490, -7.8835)
S (2.2950, 11.0763, -8.4019)
O (2.6892, 10.8113, -9.7946)
O (2.2206, 12.5244, -8.1055)
C (3.7938, 10.2984, -7.4657)
F (3.5940, 10.5013, -6.1826)
F (3.8356, 9.0485, -7.7331)
F (4.9271, 10.9306, -7.9049)
C (10.4809, 27.3984, -6.6920)
O (9.6748, 27.8231, -5.5537)
C (8.5511, 28.5703, -5.8779)
C (7.3953, 28.0028, -6.6720)
O (7.3340, 26.6223, -6.3015)
C (6.4409, 25.8446, -7.0146)
C (7.1405, 24.4911, -7.4895)
O (7.8598, 23.8516, -6.4714)
C (7.8288, 22.3794, -6.5204)
H (11.0056, 28.2091, -7.1975)
H (9.8576, 26.9599, -7.4713)
H (11.3018, 26.7738, -6.3396)
H (8.7790, 29.5402, -6.3202)
H (8.2285, 28.6257, -4.8382)
H (7.5392, 27.9365, -7.7504)
H (6.4717, 28.5380, -6.4516)
H (6.1757, 26.3947, -7.9174)
H (5.5086, 25.6256, -6.4941)
H (7.8558, 24.7845, -8.2578)
H (6.4280, 23.7559, -7.8635)
H (6.8407, 21.9491, -6.3574)
H (8.5663, 21.9563, -5.8383)
H (8.0565, 21.9856, -7.5110)
C (-0.1819, 32.0184, -9.9123)
O (0.0422, 30.8386, -9.1671)
C (0.1238, 29.6162, -9.9005)
C (0.0067, 28.4125, -9.0220)
O (-1.0574, 28.6316, -8.0776)
C (-1.3042, 27.4604, -7.1885)
C (-2.4765, 27.8739, -6.2261)
O (-2.1081, 28.8803, -5.3270)
C (-3.2504, 29.3141, -4.5345)
H (-0.9718, 32.1066, -10.6582)
H (0.7314, 32.1168, -10.4992)
H (-0.2734, 32.8958, -9.2721)
H (1.1051, 29.5127, -10.3636)
H (-0.6655, 29.4480, -10.6331)
H (0.9364, 28.4008, -8.4531)
H (-0.1244, 27.4666, -9.5476)
H (-0.3772, 27.2028, -6.6763)
H (-1.5546, 26.5743, -7.7717)
H (-2.9415, 26.9839, -5.8020)
H (-3.2045, 28.2105, -6.9642)
H (-2.8804, 29.8190, -3.6422)
H (-3.8199, 28.4822, -4.1201)
H (-3.9219, 29.8585, -5.1985)
C (7.1231, 15.8679, -15.9964)
O (7.9059, 16.6834, -16.7710)
C (8.2819, 17.9112, -16.0926)
C (9.1171, 18.7833, -16.9362)
O (10.4511, 18.2282, -17.1353)
C (10.6080, 16.9709, -17.7651)
C (11.3689, 16.0547, -16.8354)
O (12.6301, 16.7426, -16.5904)
C (13.4017, 16.0342, -15.6222)
H (7.0994, 14.9635, -16.6042)
H (6.1409, 16.1994, -15.6597)
H (7.6086, 15.5267, -15.0820)
H (8.9484, 17.7013, -15.2560)
H (7.4160, 18.4732, -15.7426)
H (9.1601, 19.7663, -16.4673)
H (8.6452, 18.8418, -17.9170)
H (11.2239, 17.0083, -18.6637)
H (9.7031, 16.5458, -18.1992)
H (11.4662, 15.0738, -17.3007)
H (10.8553, 15.8743, -15.8911)
H (14.3388, 16.5613, -15.4432)
H (13.7456, 15.0992, -16.0646)
H (12.8247, 15.7294, -14.7491)
C (-4.6180, 17.5454, -7.5955)
O (-3.6091, 16.9379, -6.8074)
C (-3.9902, 16.6643, -5.4150)
C (-3.0032, 15.7068, -4.6848)
O (-1.6522, 16.1820, -4.6764)
C (-0.8148, 15.7255, -3.5837)
C (0.3400, 16.8348, -3.4493)
O (1.0958, 16.9159, -4.6466)
C (2.3431, 17.5899, -4.6082)
H (-5.5167, 16.9308, -7.5426)
H (-4.3777, 17.7110, -8.6457)
H (-4.8802, 18.5090, -7.1587)
H (-5.0087, 16.3016, -5.2768)
H (-3.8452, 17.6247, -4.9204)
H (-2.9639, 14.6890, -5.0730)
H (-3.3786, 15.5843, -3.6689)
H (-0.5535, 14.7473, -3.9873)
H (-1.3955, 15.6163, -2.6677)
H (0.8932, 16.3985, -2.6175)
H (-0.0170, 17.8377, -3.2153)
H (3.1122, 17.4620, -5.3699)
H (2.8208, 17.5485, -3.6293)
H (2.1987, 18.6653, -4.7114)
C (0.3375, 14.5694, -22.8420)
O (0.6660, 15.3203, -21.6446)
C (1.7375, 14.8804, -21.0151)
C (2.1012, 15.6650, -19.7404)
O (1.1563, 15.6216, -18.6598)
C (0.9107, 14.3325, -17.9727)
C (-0.1794, 14.5654, -16.9833)
O (0.2192, 15.4465, -15.9724)
C (-0.8577, 15.9928, -15.1794)
H (1.0930, 14.8073, -23.5908)
H (-0.6164, 15.0254, -23.1073)
H (0.3071, 13.4831, -22.7584)
H (2.5634, 15.0515, -21.7055)
H (1.6930, 13.8495, -20.6638)
H (2.0675, 16.7172, -20.0229)
H (3.0570, 15.3775, -19.3025)
H (1.8723, 14.0008, -17.5812)
H (0.6630, 13.5941, -18.7353)
H (-0.6540, 13.6244, -16.7050)
H (-0.9638, 15.0445, -17.5692)
H (-0.6791, 16.7498, -14.4158)
H (-1.3059, 15.2269, -14.5463)
H (-1.6623, 16.3366, -15.8293)
C (3.3353, 24.3475, -16.6762)
O (3.3005, 23.4510, -17.7641)
C (4.1139, 23.9354, -18.7613)
C (4.2313, 22.7391, -19.7658)
O (3.1164, 22.6455, -20.6302)
C (3.4086, 21.5749, -21.5409)
C (2.1010, 21.0868, -22.1547)
O (1.1534, 20.4853, -21.1937)
C (-0.1276, 20.0655, -21.6873)
H (3.0159, 25.3324, -17.0168)
H (4.3398, 24.2783, -16.2586)
H (2.6908, 23.9691, -15.8828)
H (5.0750, 24.1342, -18.2870)
H (3.6653, 24.8240, -19.2055)
H (4.3140, 21.7840, -19.2471)
H (5.1791, 22.9514, -20.2604)
H (3.9018, 20.6433, -21.2634)
H (4.0056, 21.8535, -22.4092)
H (2.3537, 20.3033, -22.8692)
H (1.6257, 21.8305, -22.7944)
H (-0.9147, 20.8190, -21.7139)
H (-0.3720, 19.1508, -21.1473)
H (-0.0724, 19.8067, -22.7447)

***

A structure of composition C42H84N2O10Rb3, computed with wB97M-V/def2-TZVPD.

Computed properties:
largest force on an atom: 5.89 eV/A
⟨S²⟩: 0.756
net charge: +2
E_LUMO (spin up / spin down): -5.423 / -6.180 eV
spin multiplicity: 2
E_HOMO (spin up / spin down): -11.572 / -11.572 eV
Kohn-Sham gap (spin up / spin down): 6.15 / 5.39 eV

Positions of all 141 atoms, in Å:
Rb (4.1653, -0.3648, 0.1467)
Rb (2.0064, -4.1017, -1.6365)
Rb (0.8953, -3.0567, 2.8493)
C (1.9636, -0.5028, -2.6756)
C (0.6567, -0.1794, -1.8806)
C (-0.3417, -0.0371, -3.0064)
C (-1.8453, -0.1596, -2.6509)
C (-2.0703, -1.5332, -1.9011)
C (-1.1454, -1.6667, -0.6704)
N (0.2986, -1.2869, -0.9397)
O (1.2449, -1.4684, 0.2281)
C (-1.2962, -3.1757, -0.3679)
C (-1.8002, -0.8803, 0.5225)
C (0.6838, 1.1995, -1.1248)
H (1.9818, -1.5338, -3.0289)
H (2.8378, -0.4538, -2.0264)
H (2.1874, 0.2263, -3.4543)
H (-0.1251, -0.8479, -3.7019)
H (-0.0993, 0.8529, -3.5871)
H (-2.5242, -0.0120, -3.4907)
H (-2.2574, 0.5650, -1.9485)
H (-1.9014, -2.4173, -2.5159)
H (-3.1437, -1.4931, -1.7156)
H (-0.8731, -3.8971, -1.0669)
H (-2.3349, -3.3671, -0.0984)
H (-0.7955, -3.3264, 0.5885)
H (-2.2660, -0.0069, 0.0662)
H (-1.1058, -0.4020, 1.2131)
H (-2.5614, -1.4955, 1.0025)
H (1.5507, 1.2782, -0.4688)
H (-0.2236, 1.3869, -0.5507)
H (0.5877, 2.0639, -1.7818)
C (6.8976, -0.8151, 2.3444)
C (6.0631, -0.8216, 3.6387)
C (6.4754, 0.4555, 4.4304)
C (5.5216, 0.9081, 5.5144)
C (4.1941, 1.1566, 4.8010)
C (3.6202, -0.0989, 4.1959)
N (4.5957, -0.7362, 3.2930)
O (4.0773, -2.0131, 2.6817)
C (2.4493, 0.4868, 3.4461)
C (3.0800, -1.0404, 5.3327)
C (6.4646, -2.1020, 4.5366)
H (6.8250, -1.7495, 1.7878)
H (7.9628, -0.6777, 2.5302)
H (6.6213, 0.0198, 1.7004)
H (6.8281, 1.2643, 3.7904)
H (7.3898, 0.2468, 4.9859)
H (5.8801, 1.8735, 5.8716)
H (5.5031, 0.1564, 6.3035)
H (4.3188, 1.8972, 4.0110)
H (3.5583, 1.6181, 5.5565)
H (1.6704, 0.8557, 4.1134)
H (1.9084, -0.1333, 2.7312)
H (2.7299, 1.3538, 2.8480)
H (2.4997, -1.8652, 4.9188)
H (2.4206, -0.5209, 6.0280)
H (3.8893, -1.4302, 5.9501)
H (6.0113, -3.0205, 4.1639)
H (5.9962, -2.0139, 5.5169)
H (7.5536, -2.1224, 4.4958)
C (4.1226, 2.7684, -3.1132)
C (5.4481, 1.8097, -2.9252)
O (5.5420, 0.9916, -1.9809)
C (6.4787, 1.9532, -4.0152)
H (4.3206, 3.6139, -2.4543)
H (3.1626, 2.2696, -2.9804)
H (4.1602, 3.0675, -4.1607)
H (7.3931, 1.5311, -3.5983)
H (6.5923, 3.0169, -4.2243)
H (6.0739, 1.4080, -4.8679)
C (-4.3283, -2.1393, -4.2763)
C (-4.9017, -3.3703, -4.9533)
O (-4.4467, -3.8216, -6.0135)
C (-6.2190, -3.8821, -4.5684)
H (-4.6519, -2.3363, -3.2543)
H (-4.7379, -1.2042, -4.6583)
H (-3.2404, -2.1986, -4.2439)
H (-6.2910, -4.1717, -3.5201)
H (-6.4834, -4.7667, -5.1477)
H (-6.9476, -3.0746, -4.6390)
C (-2.5462, -6.0681, 4.5022)
C (-2.6503, -4.7894, 3.5959)
O (-1.8637, -3.8733, 3.7543)
C (-3.6369, -4.8156, 2.4669)
H (-1.8268, -6.0751, 5.3210)
H (-2.3453, -6.9541, 3.9000)
H (-3.4607, -6.1184, 5.0934)
H (-4.1608, -5.7673, 2.5560)
H (-3.2136, -4.6553, 1.4753)
H (-4.2797, -3.9978, 2.7924)
C (-1.1595, 4.1629, -3.3302)
C (-2.5306, 4.6119, -2.8715)
O (-2.7754, 5.8175, -2.7346)
C (-3.6040, 3.5230, -2.7531)
H (-0.4652, 4.9565, -3.0540)
H (-1.2764, 4.0515, -4.4081)
H (-0.9385, 3.1680, -2.9437)
H (-3.3653, 2.8329, -1.9439)
H (-3.6161, 2.8525, -3.6124)
H (-4.5675, 3.9985, -2.5699)
C (-1.2918, -1.7750, -6.3891)
C (0.1325, -1.5455, -6.8904)
O (0.6559, -2.4018, -7.5905)
C (0.8881, -0.2127, -6.6306)
H (-1.9035, -0.8845, -6.5342)
H (-1.4322, -2.0294, -5.3385)
H (-1.7748, -2.6012, -6.9109)
H (1.7387, -0.0257, -7.2860)
H (1.2878, -0.2698, -5.6181)
H (0.1473, 0.5638, -6.8212)
C (-6.6228, 2.1086, 0.1171)
C (-7.0095, 0.8021, 0.8682)
O (-8.0925, 0.7070, 1.4442)
C (-5.9795, -0.3510, 0.8297)
H (-5.9551, 2.6685, 0.7719)
H (-7.4330, 2.8101, -0.0814)
H (-6.2531, 1.8337, -0.8707)
H (-5.0495, -0.0067, 1.2819)
H (-5.7437, -0.7401, -0.1608)
H (-6.1767, -1.2273, 1.4472)
C (-2.8653, 0.5047, 3.7146)
C (-1.6921, 0.5870, 4.6823)
O (-1.1179, -0.4793, 5.1334)
C (-1.3524, 1.9754, 5.2854)
H (-3.7397, 1.0822, 4.0146)
H (-3.1111, -0.5488, 3.5812)
H (-2.5326, 0.8339, 2.7302)
H (-0.7406, 2.6110, 4.6452)
H (-0.8805, 1.8977, 6.2649)
H (-2.2498, 2.5808, 5.4132)
C (-0.1586, 4.0929, 0.5037)
C (0.2766, 5.2269, 1.4002)
O (-0.0944, 5.1661, 2.5742)
C (1.0415, 6.3153, 0.7187)
H (-0.5090, 4.6243, -0.3812)
H (-0.8642, 3.3665, 0.9067)
H (0.8105, 3.6439, 0.2861)
H (2.1245, 6.1917, 0.7234)
H (0.7344, 7.3280, 0.9801)
H (0.6692, 6.2131, -0.3006)

***

A cluster of 15 separate species, C42H84O27 in total, computed with wB97M-V/def2-TZVPD.

Computed properties:
largest force on an atom: 4.62 eV/A
net charge: 0
E_LUMO: 0.138 eV
E_HOMO: -9.289 eV
Kohn-Sham gap: 9.43 eV

Positions of all 153 atoms, in Å:
C (-0.7794, -6.2211, -1.5338)
O (-1.0889, -7.5899, -1.8198)
H (-1.0629, -5.9057, -0.5296)
H (0.2839, -5.9924, -1.6055)
H (-1.3300, -5.5390, -2.1816)
H (-1.0241, -7.7596, -2.7625)
C (-3.1430, 5.0244, 0.7439)
O (-3.0396, 4.3099, -0.4499)
H (-4.0027, 5.6944, 0.7330)
H (-3.1662, 4.4340, 1.6599)
H (-2.3275, 5.7441, 0.8148)
H (-3.6324, 3.5548, -0.4386)
C (-1.1968, -3.8170, -4.9274)
O (-1.3080, -3.2939, -3.6381)
H (-2.0821, -3.5603, -5.5091)
H (-0.3928, -3.3012, -5.4524)
H (-0.9935, -4.8828, -4.8226)
H (-2.2168, -3.4155, -3.3536)
C (-0.1960, -2.3684, 3.4017)
O (0.1688, -1.1590, 4.0391)
H (-0.4832, -3.1597, 4.0942)
H (-0.9778, -2.1786, 2.6664)
H (0.6350, -2.7456, 2.8056)
H (-0.5443, -0.8494, 4.6023)
C (0.8071, 5.6149, 0.5374)
O (2.0830, 5.1671, 0.0307)
H (0.8546, 5.7020, 1.6229)
H (0.5542, 6.5887, 0.1181)
H (-0.0051, 4.9017, 0.3969)
H (2.3688, 4.3874, 0.5123)
C (2.5712, -4.7350, -4.3077)
O (3.6207, -3.9803, -3.7505)
H (1.6709, -4.6296, -3.7024)
H (2.2212, -4.2750, -5.2318)
H (2.8282, -5.7842, -4.4535)
H (3.3547, -3.0650, -3.6368)
O (2.9177, 3.2129, 1.5875)
C (2.9638, 2.5925, 2.6530)
O (2.9643, 1.2836, 2.6724)
C (3.0991, 0.8489, 4.0002)
C (2.6268, 1.9704, 4.8634)
C (3.0010, 3.1941, 4.0865)
H (4.1518, 0.5945, 4.1235)
H (2.4747, -0.0413, 4.0762)
H (3.1433, 1.9677, 5.8232)
H (1.5567, 1.9834, 5.0704)
H (3.9508, 3.7066, 4.2388)
H (2.1656, 3.8934, 4.0522)
O (3.1508, -1.4296, -3.1353)
C (2.8264, -0.3266, -2.6427)
O (3.3532, -0.0017, -1.4525)
C (2.9175, 1.3203, -1.0394)
C (2.4567, 2.0000, -2.3126)
C (1.9518, 0.7939, -3.1808)
H (3.7006, 1.9542, -0.6235)
H (2.0973, 1.1948, -0.3325)
H (3.2815, 2.5051, -2.8153)
H (1.7176, 2.7776, -2.1201)
H (2.1226, 0.8531, -4.2557)
H (0.9305, 0.4918, -2.9491)
O (-4.0358, -2.5907, -2.7168)
C (-4.3138, -1.3758, -2.6225)
O (-5.5572, -0.9550, -2.4231)
C (-5.7117, 0.4356, -2.7545)
C (-4.2966, 0.8532, -3.2048)
C (-3.3527, -0.1862, -2.7315)
H (-5.9952, 1.1672, -1.9978)
H (-6.4018, 0.5773, -3.5863)
H (-4.1464, 1.8733, -2.8513)
H (-4.2229, 1.0637, -4.2718)
H (-3.0888, 0.1698, -1.7357)
H (-2.5620, -0.3418, -3.4655)
O (-4.7026, 2.1436, -0.1422)
C (-4.6089, 1.2271, 0.6509)
O (-3.5307, 1.0308, 1.4589)
C (-3.6763, -0.1169, 2.3049)
C (-4.7773, -0.9124, 1.6651)
C (-5.6661, 0.1538, 1.0619)
H (-3.8698, 0.2125, 3.3257)
H (-2.7338, -0.6623, 2.3538)
H (-5.0977, -1.6044, 2.4439)
H (-4.2800, -1.6109, 0.9922)
H (-6.1975, 0.6009, 1.9020)
H (-6.3532, -0.1793, 0.2840)
O (5.5158, -3.7694, 3.7917)
C (4.8864, -3.3286, 2.8132)
O (4.1695, -2.2633, 2.7962)
C (3.8432, -1.7338, 1.5081)
C (4.0461, -2.8704, 0.5638)
C (4.9869, -3.8619, 1.3451)
H (4.4090, -0.8466, 1.2238)
H (2.7971, -1.4279, 1.4970)
H (4.5400, -2.5015, -0.3351)
H (3.1153, -3.3332, 0.2360)
H (6.0152, -3.6945, 1.0246)
H (4.7138, -4.9146, 1.2726)
O (-0.6228, -6.2694, 2.8304)
C (0.3758, -6.6018, 2.2208)
O (1.1182, -5.6989, 1.4930)
C (2.1712, -6.3227, 0.7657)
C (1.8143, -7.7805, 0.7096)
C (0.9959, -8.0251, 2.0148)
H (3.1290, -6.2057, 1.2728)
H (2.2112, -5.9089, -0.2419)
H (2.6623, -8.4616, 0.6373)
H (1.1942, -7.9716, -0.1662)
H (1.5373, -8.3710, 2.8954)
H (0.0737, -8.6002, 1.9314)
C (-0.5849, 7.3445, 5.4775)
C (0.0398, 6.3895, 4.4000)
O (0.0071, 5.0466, 4.9731)
C (-0.9872, 4.2092, 4.7500)
O (-1.8427, 4.4366, 3.9032)
O (-0.8032, 3.1138, 5.5130)
C (-1.7435, 2.1221, 5.5343)
H (-1.6173, 7.1151, 5.7415)
H (-0.6436, 8.3513, 5.0638)
H (0.0268, 7.3954, 6.3782)
H (1.0774, 6.6670, 4.2142)
H (-0.3927, 6.4349, 3.4005)
H (-1.7714, 1.7957, 6.5739)
H (-1.5637, 1.2596, 4.8925)
H (-2.7334, 2.5111, 5.2957)
C (-2.3391, 3.1847, -4.8630)
C (-1.2048, 3.1005, -3.8480)
O (-0.0353, 2.8658, -4.5722)
C (0.6768, 3.7948, -5.2062)
O (0.4524, 5.0213, -5.2364)
O (1.6645, 3.1448, -5.8455)
C (2.6970, 3.7825, -6.5732)
H (-2.3671, 4.0759, -5.4900)
H (-3.2811, 3.3476, -4.3394)
H (-2.3957, 2.3268, -5.5330)
H (-1.3495, 2.1930, -3.2617)
H (-1.1590, 3.9405, -3.1548)
H (3.5808, 3.1458, -6.6136)
H (3.0476, 4.7027, -6.1058)
H (2.3712, 4.0093, -7.5884)
C (0.7297, -2.7358, -0.8116)
C (-0.4680, -1.7895, -1.0438)
O (-0.7492, -0.9214, 0.0650)
C (-0.4601, 0.3649, 0.0266)
O (-0.0811, 0.9820, -0.9981)
O (-0.6435, 0.8679, 1.2359)
C (-0.4819, 2.2933, 1.4767)
H (0.8926, -3.3110, -1.7230)
H (0.6825, -3.4072, 0.0458)
H (1.6609, -2.1893, -0.6624)
H (-1.3696, -2.3407, -1.3109)
H (-0.2441, -1.2216, -1.9468)
H (0.3934, 2.7535, 1.0183)
H (-0.4033, 2.5293, 2.5380)
H (-1.3557, 2.8323, 1.1105)